1.
129
Properties=species:S:1:pos:R:3:mulliken_charge:R:1 method="wB97M-V/def2-TZVPD" smiles=CCC[C@H](C)P(CCC(F)(F)C(F)(F)C(F)(F)C(F)(F)F)(OC[C@@H](C)CC(C)C)(P(CC)CC)C(F)(F)C(F)F.COCCOC.COCCOC.COCCOC charge=0 energy_ha=-3921.2024
C -7.4587 3.0424 0.7222 -1.08
C -6.0313 2.3039 1.1840 0.48
C -5.5553 3.0744 2.5946 -0.97
C -4.7324 2.1229 3.6277 0.14
C -5.1707 2.5345 5.1488 -1.12
P -2.8008 2.0303 3.3463 0.57
C -2.2429 0.4933 2.3883 -0.68
C -0.6527 0.2436 2.1655 0.33
C -0.3382 -1.3560 1.7822 0.25
F -0.8436 -2.3159 2.7841 -0.32
F -1.1490 -1.5993 0.5304 -0.12
C 1.2548 -1.5766 1.4635 0.62
F 1.9870 -1.1572 2.7171 -0.31
F 1.6671 -0.6259 0.4054 -0.22
C 1.7025 -3.1284 1.1832 0.44
F 1.5539 -4.0204 2.3688 -0.23
F 3.1824 -3.0820 0.8813 -0.27
C 1.0027 -3.8315 -0.1220 0.64
F 1.9144 -4.9027 -0.6562 -0.25
F -0.2725 -4.5514 0.2455 -0.22
F 0.7823 -2.8886 -1.2744 -0.18
O -3.0005 2.8453 1.8543 -0.43
C -1.8567 3.1776 1.0710 -0.89
C -1.9222 2.5458 -0.4799 1.66
C -3.1563 3.1513 -1.3731 -1.18
C -0.5235 3.1191 -1.1976 -1.04
C -0.2557 2.5005 -2.6903 0.31
C 1.1292 3.2526 -3.2509 -0.89
C 0.0877 0.8906 -2.6986 -0.75
P -2.6040 0.8705 5.1803 -0.01
C -0.9321 0.1023 5.5314 -0.01
C 0.3519 1.0847 5.7900 -1.05
C -3.8648 -0.5818 5.2978 0.12
C -3.1705 -2.0344 5.7245 -0.90
C -1.8103 3.4067 4.1857 0.63
F -1.8396 3.3310 5.6982 -0.29
F -0.3569 3.4721 3.8666 -0.36
C -2.3619 4.9599 3.9014 0.57
F -3.7149 5.2226 4.4241 -0.24
F -1.4343 5.8266 4.7242 -0.34
H -8.3253 2.8578 1.4973 0.30
H -7.2067 4.2051 0.7218 0.25
H -7.7375 2.7661 -0.3860 0.33
H -6.1841 1.1347 1.3679 -0.02
H -5.2793 2.4927 0.3080 -0.29
H -5.1352 4.1491 2.4147 0.05
H -6.6193 3.2681 3.1102 0.57
H -5.1874 1.0306 3.4548 0.31
H -4.3537 3.0726 5.7887 0.20
H -5.5148 1.5917 5.7971 0.20
H -6.1170 3.2628 5.2081 0.41
H -2.6775 -0.5379 2.8080 0.48
H -2.7343 0.5610 1.3009 0.15
H 0.0615 0.6627 2.9900 -0.10
H -0.3528 0.8168 1.1608 -0.01
H -0.7921 2.9204 1.4500 0.09
H -1.8610 4.3575 0.8813 0.32
H -1.8181 1.3795 -0.4983 -0.46
H -3.7020 4.0774 -0.9028 0.26
H -2.8865 3.4264 -2.4780 0.31
H -3.9765 2.2882 -1.4412 0.15
H 0.3421 2.9078 -0.4359 0.29
H -0.6735 4.3029 -1.2197 0.32
H -1.0797 2.7404 -3.4861 0.27
H 1.2990 3.1020 -4.3986 0.26
H 2.0680 2.8094 -2.6683 0.04
H 1.1299 4.4140 -2.9752 0.32
H -0.8891 0.2614 -2.5528 0.26
H 0.9232 0.6812 -1.8949 -0.02
H 0.5989 0.6727 -3.7527 0.29
H -1.0334 -0.4981 6.5624 0.32
H -0.5549 -0.7314 4.7643 -0.03
H 1.1605 0.4100 6.3558 0.40
H 0.1383 1.9716 6.5605 0.23
H 0.8961 1.4690 4.8283 0.21
H -4.7081 -0.4040 6.1234 0.27
H -4.3995 -0.8230 4.2576 -0.19
H -4.0266 -2.8592 5.8045 0.34
H -2.6917 -1.8948 6.8076 0.27
H -2.3022 -2.3628 5.0114 0.14
H -2.2124 5.3155 2.8015 0.05
C 4.8903 2.4167 -3.8378 -1.00
O 3.7681 1.5684 -4.0617 -0.06
C 3.7446 1.0382 -5.3897 -0.55
C 4.2749 -0.4000 -5.4281 -0.62
O 5.6643 -0.4528 -5.0912 -0.37
C 5.8795 -0.8428 -3.7387 -0.66
H 5.0076 2.5530 -2.7602 0.24
H 5.8151 1.9903 -4.2354 0.43
H 4.7078 3.3929 -4.2990 0.33
H 4.3045 1.6830 -6.0771 0.38
H 2.6980 1.0336 -5.7129 0.38
H 4.1796 -0.7805 -6.4505 0.41
H 3.6899 -1.0548 -4.7714 0.29
H 5.7528 -1.9271 -3.6462 0.31
H 5.2007 -0.3352 -3.0489 0.32
H 6.9066 -0.5840 -3.4671 0.17
C 10.4303 -1.6470 -3.0696 -0.83
O 9.3080 -2.4954 -3.2935 -0.36
C 9.2845 -3.0255 -4.6215 -0.30
C 9.8148 -4.4637 -4.6599 -0.61
O 11.2043 -4.5166 -4.3229 -0.37
C 11.4194 -4.9066 -2.9704 -0.70
H 10.5476 -1.5108 -1.9920 0.27
H 11.3550 -2.0734 -3.4671 0.37
H 10.2477 -0.6708 -3.5308 0.31
H 9.8444 -2.3807 -5.3088 0.35
H 8.2379 -3.0301 -4.9446 0.28
H 9.7195 -4.8442 -5.6822 0.38
H 9.2299 -5.1186 -4.0031 0.34
H 11.2928 -5.9909 -2.8779 0.32
H 10.7406 -4.3989 -2.2807 0.29
H 12.4466 -4.6477 -2.6989 0.24
C -6.2163 -4.1533 -2.6062 -0.68
O -5.2243 -4.6646 -1.7209 -0.39
C -4.0387 -3.8650 -1.7140 -0.68
C -4.0013 -2.9294 -0.4998 0.44
O -5.0426 -1.9503 -0.5633 -0.33
C -6.1602 -2.2943 0.2493 -0.76
H -7.1713 -4.6230 -2.3591 0.25
H -6.3301 -3.0698 -2.5161 0.27
H -5.9530 -4.4107 -3.6374 0.32
H -3.9432 -3.3009 -2.6491 0.38
H -3.1896 -4.5540 -1.6506 0.34
H -3.0509 -2.3855 -0.5067 -0.36
H -4.0561 -3.4956 0.4376 0.34
H -5.9320 -2.0728 1.2977 0.19
H -6.4357 -3.3471 0.1494 0.42
H -7.0112 -1.6825 -0.0625 0.25

2.
128
Properties=species:S:1:pos:R:3:mulliken_charge:R:1 method="wB97M-V/def2-TZVPD" smiles="CCOC(C)=O.CCOC(C)=O.CCOC(C)=O.CCOC(C)=O.CCOC(C)=O.CCOC(C)=O.CCOC(C)=O.CCOC(C)=O.ClCCCl.ClCCCl" charge=0 energy_ha=-4459.5722
O -0.3340 -1.9513 4.2859 -0.58
C 0.6379 -2.5939 3.9622 0.21
O 1.2814 -3.3978 4.8025 -0.29
C 0.6072 -3.7402 6.0311 -0.26
C 1.2383 -5.0073 6.6672 -1.22
C 1.3365 -2.4989 2.5963 0.22
H -0.4580 -3.7431 5.7808 0.36
H 0.7948 -2.9992 6.7918 0.30
H 0.5909 -5.3216 7.4903 0.39
H 2.2435 -4.7875 7.0230 0.31
H 1.2388 -5.8739 5.9914 0.29
H 2.1780 -1.8110 2.7140 0.26
H 0.5464 -2.0959 1.9532 -0.52
H 1.6733 -3.4509 2.1677 0.39
O -2.0678 0.1748 -3.5872 -0.43
C -2.0056 -0.1287 -4.6966 0.69
O -2.6812 0.4756 -5.7040 -0.37
C -3.4716 1.6766 -5.4208 0.11
C -2.8030 2.8820 -6.0594 -1.03
C -1.2773 -1.3409 -5.2386 -0.91
H -3.5468 1.8484 -4.3212 -0.10
H -4.4633 1.4518 -5.8171 0.30
H -1.7961 2.9979 -5.6507 0.26
H -3.4285 3.7477 -5.7909 0.27
H -2.7532 2.8528 -7.1517 0.37
H -1.5248 -2.0987 -4.4954 0.18
H -0.2071 -1.2241 -5.2005 0.26
H -1.7074 -1.6781 -6.1721 0.32
O -0.6978 -5.6923 2.7480 -0.49
C -0.7879 -6.0337 1.6335 0.68
O -1.3903 -5.3816 0.5807 -0.36
C -2.0212 -4.1103 0.8103 0.98
C -2.7308 -3.6628 -0.4710 -0.95
C -0.2718 -7.4162 1.1120 -1.13
H -1.1981 -3.4872 1.1449 -0.71
H -2.7524 -4.1797 1.6193 0.55
H -3.5569 -4.3786 -0.6386 0.46
H -2.1160 -3.6658 -1.3847 0.10
H -3.0456 -2.6190 -0.3958 0.01
H -1.0781 -7.9753 0.6533 0.33
H 0.0810 -7.9221 1.9972 0.35
H 0.5086 -7.3748 0.3395 0.26
O -4.1576 4.3511 -2.9130 -0.61
C -3.0914 4.0749 -2.4372 0.10
O -2.0565 4.9668 -2.5066 -0.21
C -2.2541 6.1591 -3.3692 -0.13
C -0.8575 6.7925 -3.5522 -1.20
C -2.7457 2.8258 -1.6142 0.21
H -2.8692 6.9186 -2.8764 0.25
H -2.7390 5.7685 -4.2571 0.26
H -0.4335 7.2785 -2.6642 0.30
H -0.9195 7.5078 -4.3747 0.41
H -0.1395 6.0729 -3.9340 0.30
H -3.1984 2.9036 -0.6252 0.31
H -1.6643 2.7230 -1.4572 -0.04
H -3.0848 1.9193 -2.1017 0.04
O -3.9756 0.7591 2.4550 -0.51
C -4.3972 -0.3207 2.6427 0.79
O -5.5974 -0.7303 2.1985 -0.42
C -6.2884 0.1137 1.2379 -0.42
C -5.6515 0.2249 -0.1734 -0.52
C -3.6895 -1.4036 3.4251 -0.64
H -6.1526 1.0768 1.7382 0.34
H -7.3382 -0.2506 1.1841 0.29
H -5.7733 -0.6941 -0.7690 0.30
H -4.5844 0.4877 -0.0868 -0.13
H -6.1873 1.0285 -0.6930 0.39
H -3.9457 -1.3234 4.4876 0.39
H -2.6132 -1.3301 3.3322 -0.08
H -3.8610 -2.3920 3.0267 0.25
O -1.4888 3.8253 1.4350 -0.59
C -0.3066 3.7046 1.5340 0.80
O 0.4197 3.3835 2.6563 -0.34
C -0.3753 3.0361 3.8086 -0.64
C -0.8768 1.6021 3.7412 -0.25
C 0.6326 3.9354 0.3807 -0.61
H -1.1436 3.8146 3.8667 0.36
H 0.2621 3.1016 4.6904 0.36
H -1.5590 1.3982 4.5502 0.47
H -0.1163 0.8423 3.8740 0.17
H -1.4378 1.5605 2.8074 -0.20
H 0.0552 4.3517 -0.4171 0.36
H 1.1655 3.0092 0.1878 -0.30
H 1.4297 4.6341 0.6372 0.42
O 0.1340 -1.4888 -0.6477 -0.38
C -0.2045 -0.4639 -0.1164 -0.25
O 0.5974 0.4778 0.4345 0.22
C 2.0144 0.3136 0.1334 0.43
C 2.8933 0.8985 1.2392 -0.57
C -1.6190 -0.0855 0.0471 1.03
H 2.2416 0.7824 -0.8216 0.29
H 2.1585 -0.7486 0.0359 -0.12
H 2.6975 1.9453 1.4682 0.34
H 3.9321 0.6545 1.0390 -0.34
H 2.7090 0.3342 2.1691 0.12
H -2.1249 -0.0536 -0.9163 0.19
H -1.6897 0.8807 0.5483 -0.12
H -2.1648 -0.7855 0.6844 -0.76
O 6.8557 4.2906 -2.2172 -0.45
C 5.8180 4.6804 -2.4920 0.68
O 4.6143 4.1722 -1.9844 -0.31
C 4.7636 3.1036 -1.0802 0.11
C 5.1451 1.7567 -1.6411 -0.84
C 5.3031 5.8738 -3.3762 -1.14
H 3.8129 3.1369 -0.5529 0.00
H 5.5097 3.2873 -0.3196 0.28
H 5.2526 1.0987 -0.8035 0.08
H 6.0943 1.8562 -2.1826 0.44
H 4.4037 1.3373 -2.3196 0.25
H 4.3415 5.6343 -3.8531 0.29
H 6.1099 6.1296 -4.0423 0.36
H 5.1237 6.7457 -2.7656 0.30
Cl 1.7461 -5.1131 -3.4094 -0.21
C 1.2001 -4.0367 -2.0868 0.12
C 2.1685 -4.0429 -0.9056 0.60
Cl 3.7216 -3.1206 -1.4403 -0.24
H 0.1985 -4.3074 -1.7136 -0.03
H 1.1582 -3.0476 -2.4998 0.18
H 2.4929 -5.0337 -0.6564 0.56
H 1.8774 -3.4289 -0.0532 -1.07
Cl 5.0282 -4.5811 1.8825 -0.17
C 5.7141 -3.0273 2.4401 -0.70
C 5.6672 -1.9365 1.3441 0.29
Cl 6.2722 -0.4035 2.0508 -0.20
H 6.7634 -3.1423 2.6918 0.41
H 5.2165 -2.6309 3.3005 0.36
H 4.6138 -1.7977 1.1173 -0.37
H 6.2596 -2.2871 0.4967 0.41

3.
131
Properties=species:S:1:pos:R:3:mulliken_charge:R:1 method="wB97M-V/def2-TZVPD" smiles="CCOC(=O)OC.CCOC(=O)OC.CCOC(=O)OC.CCOC(=O)OC.CCOC(=O)OC.CCOC(=O)OC.CCOC(=O)OC.C1CCOC1.C1CCOC1" charge=0 energy_ha=-3145.2790
C 3.8958 14.8418 -14.3027 -0.71
C 5.1225 14.7624 -13.3851 -0.23
O 5.4803 13.3902 -13.0732 -0.06
C 6.2602 12.9415 -12.0476 0.63
O 6.8680 13.7070 -11.2661 -0.67
O 6.4055 11.6023 -12.1574 -0.13
C 7.3748 10.8899 -11.2681 -0.33
H 4.2233 14.5114 -15.2884 0.30
H 3.4857 15.8513 -14.2751 0.53
H 3.1568 14.1664 -13.8716 -0.16
H 4.9619 15.2941 -12.4473 0.11
H 5.8737 15.3259 -13.9385 0.28
H 7.0551 9.8560 -11.3988 0.10
H 7.1798 11.1279 -10.2224 0.18
H 8.4033 10.8746 -11.6289 0.29
C -0.1824 11.4092 -8.2456 -0.77
C 0.8225 11.9540 -7.2318 -0.24
O 2.0322 12.0457 -7.8275 -0.13
C 3.2016 12.4243 -7.2946 0.40
O 3.4323 12.7299 -6.1391 -0.60
O 4.1968 12.3598 -8.3026 0.02
C 5.5406 12.5775 -8.0215 -0.50
H -0.4694 12.1058 -9.0333 -0.21
H -1.0808 11.0327 -7.7567 0.41
H 0.3283 10.6417 -8.8273 0.33
H 0.8484 11.2483 -6.4015 0.39
H 0.4917 12.9644 -6.9915 0.27
H 6.0477 11.6563 -7.7344 0.25
H 5.6343 13.3694 -7.2783 0.29
H 5.9618 12.9717 -8.9463 0.02
C -5.5878 16.0500 -18.5620 -1.23
C -4.2760 15.4814 -18.1025 -0.07
O -4.1374 15.9988 -16.7784 -0.30
C -3.7985 15.2481 -15.7103 0.82
O -3.9703 15.5531 -14.5437 -0.60
O -3.2292 14.0598 -16.1012 -0.31
C -2.8101 13.0691 -15.1589 -0.43
H -6.0022 15.3680 -19.3045 0.38
H -5.5675 17.0712 -18.9425 0.30
H -6.2999 15.9956 -17.7386 0.33
H -3.4237 15.6973 -18.7468 0.26
H -4.4878 14.4159 -18.0126 0.27
H -1.7601 12.9988 -15.4426 -0.05
H -3.0856 12.0158 -15.2112 0.37
H -2.8506 13.3586 -14.1088 0.28
C 0.7166 13.6385 -17.5051 -0.38
C 0.7660 15.1409 -17.6851 -0.87
O -0.2593 15.8684 -17.0216 -0.27
C -0.1931 16.1430 -15.7513 0.66
O 0.4177 15.4914 -14.9173 -0.29
O -1.0053 17.1483 -15.4958 -0.38
C -1.0934 17.8373 -14.2027 -0.48
H 1.3821 12.9767 -18.0595 0.50
H -0.3559 13.4737 -17.6085 0.25
H 0.9951 13.5044 -16.4599 -0.10
H 0.6568 15.2449 -18.7646 0.38
H 1.7876 15.4784 -17.5101 0.31
H -1.1053 17.1920 -13.3244 0.07
H -2.1197 18.2034 -14.1762 0.29
H -0.4151 18.6900 -14.1739 0.32
C 0.6991 10.5707 -15.9752 -1.48
C 2.1249 10.9354 -15.6614 0.68
O 2.8573 10.9932 -16.8845 -0.35
C 3.9382 11.7235 -17.0472 0.76
O 4.4859 12.3986 -16.1837 -0.54
O 4.3940 11.5224 -18.3637 -0.35
C 5.6450 12.0866 -18.7509 -0.74
H 0.4956 9.5914 -16.4084 0.43
H 0.1061 11.2675 -16.5676 0.23
H 0.1641 10.6072 -15.0262 0.35
H 2.4267 10.1650 -14.9518 0.24
H 2.0705 11.8704 -15.1037 -0.17
H 5.7797 13.1678 -18.7196 0.29
H 6.0918 11.5597 -19.5940 0.29
H 6.2660 11.8083 -17.8995 0.32
C -4.8267 13.8271 -6.8206 -1.24
C -3.7507 13.4495 -7.8079 -0.07
O -2.7485 14.3744 -7.7490 -0.28
C -2.6376 15.3295 -8.7154 0.92
O -3.3240 15.4107 -9.7541 -0.66
O -1.6721 16.1953 -8.3640 -0.31
C -1.3612 17.2845 -9.2529 -0.66
H -4.5479 13.6424 -5.7831 0.31
H -5.7061 13.2034 -6.9811 0.36
H -5.0757 14.8872 -6.8672 0.32
H -4.1027 13.2942 -8.8277 0.35
H -3.2938 12.4921 -7.5576 0.17
H -2.2282 17.8951 -9.5049 0.36
H -1.0169 16.9543 -10.2330 0.16
H -0.6709 17.9754 -8.7690 0.27
C 3.5805 9.3992 -12.2742 -0.89
C 4.8432 8.6293 -12.6308 -0.19
O 4.4905 7.2521 -12.7366 -0.27
C 5.3905 6.3167 -12.8882 0.71
O 6.6449 6.3888 -12.7357 -0.62
O 4.7463 5.2119 -13.2967 -0.34
C 5.5797 4.1007 -13.5108 -0.71
H 2.6742 8.9889 -12.7196 0.47
H 3.6091 10.4187 -12.6589 0.00
H 3.3495 9.2807 -11.2156 0.50
H 5.6494 8.7340 -11.9048 0.01
H 5.3159 8.8915 -13.5773 0.39
H 6.0610 4.1784 -14.4857 0.30
H 4.9945 3.1831 -13.5721 0.26
H 6.4349 3.9843 -12.8450 0.32
C 4.2565 16.3481 -7.8146 -0.70
C 2.7923 16.1711 -7.6389 -0.25
C 2.2127 16.6224 -8.9368 0.63
O 3.2579 16.1419 -9.8742 -0.36
C 4.5480 16.0216 -9.2642 0.23
H 4.7911 15.6657 -7.1537 0.26
H 4.5267 17.3819 -7.5997 0.30
H 2.3762 16.7584 -6.8204 0.51
H 2.4868 15.1800 -7.3033 -0.22
H 2.0077 17.6820 -8.7840 0.29
H 1.2308 16.1828 -9.1121 -0.58
H 5.2313 16.7656 -9.6737 0.33
H 5.0869 15.0869 -9.4194 -0.32
C -0.3253 12.8545 -12.2640 0.03
C 1.0088 12.4924 -11.7080 0.63
C 1.3768 13.8414 -10.9122 -0.42
O -0.0338 14.2365 -10.5572 0.18
C -0.8210 14.0863 -11.6320 -0.62
H -1.0712 12.0804 -12.0840 0.29
H -0.2391 13.0721 -13.3286 -0.39
H 1.8084 12.2592 -12.4111 -0.23
H 0.9175 11.6471 -11.0259 0.03
H 1.7842 14.6988 -11.4480 0.47
H 1.9082 13.6544 -9.9791 -0.35
H -0.6690 14.9653 -12.2584 -0.26
H -1.8773 13.9784 -11.3854 0.52